Record 1
Here is a cluster of 5 separate species, C21H50N2O5 in total in a non-equilibrium geometry from the OMol25 dataset. Energies are from wB97M-V/def2-TZVPD.

Summary:
DFT total energy in eV: -35803.0670
Largest force on an atom in eV/A: 1.92
E_LUMO in eV: 0.317
HOMO in eV: -8.2

Geometry as ORCA input:
```
! RIJCOSX wB97M-V def2-TZVPD def2/J DEFGRID3
* xyz 0 1
O -5.4049 -11.7714 15.4927
O 0.7523 -19.2301 18.7676
O -2.9913 -19.7943 13.1078
O -5.1906 -17.0664 12.8712
O -3.9073 -18.1159 15.3949
N 1.2105 -19.2080 17.4276
N -6.6595 -12.3409 15.7212
C 3.4197 -20.0400 18.0531
C -7.2553 -11.9929 16.9974
C -5.5859 -14.6062 15.7566
C -0.5981 -17.6974 16.8507
C -6.5835 -13.6749 13.6811
C -6.1306 -18.0856 12.4396
C -8.0987 -14.3512 15.4811
C -6.7257 -18.7404 13.6667
C -7.2930 -10.4738 17.1929
C -8.6602 -12.5233 17.0526
C -6.4595 -12.5305 18.2159
C 2.7097 -20.1211 15.7115
C 0.6317 -18.8731 15.0973
C 2.1840 -20.2587 17.1596
C 1.6765 -21.6961 17.4100
C 1.6532 -19.9089 14.6637
C -1.0002 -20.1323 16.5729
C -8.7081 -14.0562 16.8333
C 0.0777 -19.0268 16.5229
C -6.6975 -13.7264 15.1896
C -7.1441 -17.3700 11.5484
H -8.0697 -15.4368 15.3504
H -3.4076 -19.4688 13.9230
H -0.2441 -18.9146 14.4359
H -4.5856 -16.9198 12.1374
H -8.1943 -14.4724 17.7063
H 3.2576 -21.0420 15.4902
H 1.0600 -20.8177 14.4805
H -5.6177 -18.8453 11.8453
H -7.4397 -13.1713 13.2346
H -5.9488 -19.2726 14.2111
H -7.8273 -18.0108 10.9857
H 1.9965 -19.6631 13.6567
H -6.3842 -13.6196 18.2352
H -6.9336 -12.2209 19.1455
H -3.6365 -17.4772 16.0641
H -7.6332 -10.2336 18.2004
H 2.3451 -22.4510 16.9910
H -8.8174 -13.9638 14.7547
H 0.8314 -21.8825 16.7327
H -7.8251 -16.7880 12.1813
H 1.3638 -18.6756 19.2657
H 0.9559 -17.8390 14.9316
H 3.1614 -20.1355 19.1089
H 3.4374 -19.3083 15.6309
H -7.9876 -9.9588 16.5235
H 3.8401 -19.0667 17.8011
H -9.1264 -12.3404 18.0215
H -5.1917 -14.3197 16.7339
H -6.3758 -14.6626 13.2702
H 1.3378 -21.7965 18.4357
H -2.0261 -19.7455 16.5364
H 4.1343 -20.8356 17.8446
H 0.1725 -16.9269 17.0037
H -6.6661 -16.6620 10.8742
H -4.6964 -14.6733 15.1202
H -6.3134 -10.0233 17.0323
H -9.7487 -14.3704 16.9254
H -0.9812 -20.7757 17.4491
H -1.0098 -20.7019 15.6363
H -4.5142 -17.6196 14.8120
H -5.7293 -13.0434 13.4131
H -7.5988 -19.3395 13.4238
H -7.0803 -17.9425 14.3308
H -9.2747 -12.1376 16.2320
H -4.7735 -12.1699 16.1209
H -1.2454 -17.3301 16.0572
H -1.0812 -17.6620 17.8299
H -3.0196 -19.0431 12.5111
H -5.8755 -15.6561 15.8647
H -5.4164 -12.2020 18.1896
*
```

Results of the Mulliken charge analysis, in e, for atoms 1 through 6:
1 O -0.43
2 O -0.51
3 O -0.61
4 O -0.49
5 O -0.57
6 N 0.26

Record 2
Here is a cluster of 10 separate species, C64H103N10 in total from the OMol25 dataset. Energies are from wB97M-V/def2-TZVPD.

Summary:
DFT total energy in eV: -82932.5880
Largest force on an atom in eV/A: 0.75
E_LUMO in eV: -1.902
HOMO in eV: -9.3

Geometry as ORCA input:
```
! RIJCOSX wB97M-V def2-TZVPD def2/J DEFGRID3
* xyz 1 1
N 11.6860 0.7800 3.5497
N -0.4983 3.5502 -5.1803
N -9.1946 3.7117 -6.4596
N -1.8067 7.6970 5.3862
N -12.0874 -2.1542 -2.1096
N -5.8061 -0.1305 -2.4221
N -6.9089 -0.3129 3.8993
N 14.6937 -0.9363 5.8818
N 5.8855 -5.8153 -2.0853
N 1.5439 -6.2856 3.5708
C 0.2892 -2.1194 -0.8203
C -5.4314 1.2096 -2.9883
C -0.8937 2.6356 3.0027
C -6.8916 -1.4308 -0.7127
C 4.0841 -0.2057 -3.7506
C 3.4980 -0.7832 -2.4542
C -2.7044 -2.3967 -1.9813
C 10.6065 1.4677 4.0314
C -9.5064 3.5036 -5.1464
C -7.1072 -0.2185 -1.6369
C 9.7724 1.7274 2.9772
C -1.0033 -1.4918 -0.2709
C 7.2075 -0.5146 0.5996
C -1.1884 6.5753 4.9058
C 5.0074 -6.5894 -2.7923
C -5.6582 -2.1427 -1.3006
C 0.7130 -5.5188 1.6716
C 14.1338 -1.1015 8.0150
C 6.4282 -1.3608 1.6141
C 1.9837 -1.0337 -2.4754
C -1.7157 7.7236 6.7512
C 5.2460 0.7736 -3.5186
C -10.1905 -3.2805 -1.9673
C -4.0459 2.8743 0.2965
C -0.6960 5.8764 5.9753
C -2.2586 -2.3261 -0.5186
C 6.3684 -0.2458 -0.6477
C -4.6119 2.0857 -2.0513
C 7.1575 0.3898 -1.8003
C -1.1802 1.7148 -4.1530
C -7.0350 -1.6385 4.2096
C -4.7819 -0.9483 -1.6775
C 11.5537 0.5962 2.1999
C -2.2785 3.2770 3.2063
C 13.6562 -1.2024 6.7365
C 6.5947 0.1006 -3.1922
C -0.1081 2.5468 -4.3396
C -11.4619 -3.1861 -1.4679
C 4.3448 -5.7759 -3.6722
C -8.3312 3.3501 -4.4590
C -6.0282 -0.1623 2.8656
C -3.4547 2.3938 2.7725
C -7.2716 3.4694 -5.4008
C -5.5827 -1.4106 2.5128
C 10.3741 1.1735 1.8138
C -10.0489 -2.2612 -2.9494
C -7.8387 3.6921 -6.6270
C -2.2575 2.2451 -4.9157
C 5.7956 -4.5158 -2.5013
C -11.2378 -1.5823 -3.0125
C 0.5220 -6.4323 2.6740
C -1.0319 6.6063 7.1483
C -0.0575 3.3388 1.9345
C 15.8274 -0.6677 6.6000
C -1.8050 3.3781 -5.5383
C -5.0974 2.1921 -0.6042
C 4.8463 -4.4587 -3.4872
C -3.4736 -1.1509 -2.4398
C 15.5119 -0.7626 7.9281
C 1.4171 -1.0997 -1.0419
C 1.8967 -4.7936 1.9779
C -3.3987 1.9107 1.3204
C -6.2241 -2.3489 3.3658
C 2.3853 -5.2902 3.1564
H -2.8294 -0.2875 -2.2551
H 12.3049 0.0751 1.6315
H 8.8364 2.2579 3.0326
H 10.5263 1.7146 5.0760
H 0.6013 -2.8458 -0.0654
H 6.3678 -2.4043 1.2978
H 5.9396 -1.1926 -0.9934
H -3.5391 1.5449 3.4550
H -4.4841 3.7302 0.8112
H -6.0971 -3.4182 3.3662
H 6.4104 -3.7468 -2.0645
H -0.1517 4.9478 5.9244
H -0.8843 -1.3261 0.8013
H -2.1400 8.5320 7.3213
H 9.9844 1.1978 0.8098
H -5.2215 -2.7761 -0.5336
H -7.3033 0.7156 -1.1245
H -7.6820 -1.9636 5.0059
H 14.6393 -0.9445 4.8804
H 1.1063 -0.1045 -0.7141
H 13.5611 -1.2560 8.9139
H -3.8864 0.9323 1.2608
H -1.1837 0.8246 -3.5449
H 12.4569 0.4605 4.1066
H 5.3551 1.3741 -4.4246
H 3.2991 0.2716 -4.3402
H -3.6442 -1.1816 -3.5210
H -4.3700 2.9821 2.9004
H 0.0912 4.3000 -5.4936
H -3.5679 1.7653 -2.0783
H -11.5482 -0.7522 -3.6234
H 2.2501 -1.3737 -0.3875
H -10.5290 3.4921 -4.8111
H 0.0784 -2.6933 -1.7256
H -4.5541 -0.4428 -0.7403
H 8.1404 -1.0191 0.3426
H 1.7586 -1.9734 -2.9843
H -0.2467 -7.1709 2.8221
H -2.3400 4.2334 2.6757
H -3.2514 1.8406 -5.0093
H 0.0772 -5.3878 0.8112
H -4.6256 3.0912 -2.4782
H 8.1896 0.0313 -1.7568
H 7.3333 0.4583 -3.9146
H -5.3221 1.2107 -0.1890
H -1.0274 1.5930 2.6974
H 4.5447 -3.5705 -4.0187
H 0.8942 2.5063 -3.9489
H 1.6591 -6.8267 4.4078
H 16.7558 -0.4345 6.1081
H -3.0588 -1.9160 0.1043
H -0.3492 2.6072 3.9466
H -6.3611 1.6855 -3.3003
H -3.3099 -3.2902 -2.1473
H -4.8446 1.0028 -3.8817
H -0.6360 3.4574 1.0138
H 3.6913 -0.0760 -1.6436
H 3.5869 -6.0891 -4.3704
H -9.8631 3.8606 -7.1937
H 16.1925 -0.6079 8.7482
H -8.2470 3.1859 -3.3963
H 4.4977 -1.0244 -4.3487
H -7.3868 0.4365 4.3657
H 5.5432 0.4094 -0.3571
H 0.2303 4.3396 2.2622
H -6.2128 3.4110 -5.2037
H -11.9719 -3.7677 -0.7197
H -1.1479 6.3717 3.8492
H -7.3940 3.8423 -7.5953
H 6.5051 -6.1514 -1.3715
H -13.0337 -1.8627 -1.9441
H -7.8762 -0.4234 -2.3808
H 4.9280 -7.6473 -2.6107
H -6.6169 -1.0397 0.2678
H -5.9880 -0.7174 -3.2374
H -4.8630 -1.6276 1.7381
H 3.9771 -1.7332 -2.2075
H -6.0287 2.7667 -0.5792
H -3.2550 3.2795 -0.3399
H 2.3416 -4.0013 1.3982
H 6.5248 -0.9810 -3.3476
H -0.7949 6.3423 8.1651
H 7.4417 0.4369 1.0840
H 1.4950 -0.2205 -3.0206
H 4.9686 1.4789 -2.7271
H -9.4518 -4.0058 -1.6681
H -2.2584 8.3945 4.8246
H -2.2990 4.0688 -6.1994
H -2.4049 3.5210 4.2629
H 3.2562 -5.0222 3.7294
H -1.1375 -0.4980 -0.7207
H 12.6745 -1.4441 6.3650
H 0.8459 2.7769 1.6952
H -7.7630 -2.0761 -0.6518
H -9.1780 -2.0583 -3.5526
H -1.8341 -2.5009 -2.6321
H -2.0855 -3.3374 -0.1370
H -5.7839 0.8125 2.4785
H 7.1873 1.4755 -1.6646
H 5.3973 -0.9984 1.6757
H -5.9181 -2.7596 -2.1659
H 6.8565 -1.3022 2.6139
H -2.3607 1.7415 1.0279
*
```

Results of the Mulliken charge analysis, in e, for atoms 1 through 6:
1 N 0.07
2 N 0.06
3 N 0.05
4 N -0.03
5 N 0.04
6 N 0.16

Record 3
Here is a cluster of 7 separate species, C3H20N6O7 in total in a non-equilibrium geometry from the OMol25 dataset. Energies are from wB97M-V/def2-TZVPD.

Summary:
DFT total energy in eV: -26709.6038
Largest force on an atom in eV/A: 8.01
E_LUMO in eV: 0.200
HOMO in eV: -9.3

Geometry as ORCA input:
```
! RIJCOSX wB97M-V def2-TZVPD def2/J DEFGRID3
* xyz 0 1
O 0.3976 0.1452 -0.8278
O 3.2824 -0.3330 3.9543
O 2.5376 -4.3966 -2.0361
O 0.7311 -0.4951 -3.5764
O -0.7041 2.2640 1.7118
O -1.2361 1.4130 4.4028
O -2.3280 -2.6496 -3.1913
N -4.1353 -1.8443 -2.1036
N -2.2578 -0.8362 -1.8806
N 0.5886 -0.4638 1.2336
N -0.2009 4.4017 1.6156
N 1.5769 -1.5469 -0.3642
N 0.3576 3.1469 0.0439
C -2.8822 -1.8404 -2.4869
C -0.1881 3.2506 1.1783
C 0.8106 -0.6302 -0.0071
H -0.5191 4.4418 2.5734
H -4.7821 -1.0687 -2.1217
H 0.4389 5.0068 1.1211
H 0.2152 3.9286 -0.5796
H 3.6268 -0.7873 3.1854
H 3.4493 0.5934 3.7804
H 1.7235 -1.8705 -1.3097
H 3.1352 -4.6717 -1.3407
H 0.7216 -0.3757 -2.6268
H -0.1254 0.2131 1.4617
H 2.9918 -4.6250 -2.8471
H -0.7958 2.0104 5.0075
H -2.8168 -0.2376 -1.2895
H -4.6720 -2.5798 -2.5408
H 0.2004 0.2264 -3.9143
H 1.1521 -0.9684 1.9030
H 0.2779 2.1897 -0.2684
H -1.2282 1.8725 3.5632
H -1.2490 -0.7989 -1.8484
H 1.9059 -2.0845 0.4250
*
```

Results of the Mulliken charge analysis, in e, for atoms 1 through 6:
1 O -0.80
2 O -0.63
3 O -0.63
4 O -0.65
5 O -0.75
6 O -0.65

Record 4
Here is an isolated molecule of C11H12O2 in a non-equilibrium geometry from the OMol25 dataset. Energies are from wB97M-V/def2-TZVPD.

Summary:
DFT total energy in eV: -15696.6672
Largest force on an atom in eV/A: 3.15
E_LUMO in eV: 0.444
HOMO in eV: -9.7

Geometry as ORCA input:
```
! RIJCOSX wB97M-V def2-TZVPD def2/J DEFGRID3
* xyz 0 1
O 0.8485 -2.3244 -0.4607
O 2.8154 -2.6459 0.5147
C 0.7239 -0.0528 -0.5649
C 1.9956 -1.8921 0.0760
C -0.0360 -1.3082 -0.7741
C 0.3720 1.3183 -0.6340
C 2.8963 0.5841 0.3373
C 1.3612 2.2735 -0.3029
C -2.4321 -0.4733 -0.2454
C 1.9798 -0.3864 0.0013
C -2.7745 0.5470 0.9135
C 2.6081 1.8858 0.2081
C -1.2787 -1.4798 0.1164
H -2.1174 0.1483 -1.0644
H -3.3041 -1.0433 -0.4890
H -3.5807 1.1564 0.4945
H 1.1723 3.3403 -0.5051
H -0.5806 1.5040 -1.0653
H 3.8777 0.2502 0.6958
H -1.8617 1.1396 1.0748
H -0.8968 -1.3164 1.1380
H -0.3423 -1.4393 -1.7816
H 3.3807 2.6590 0.4171
H -3.1410 0.0630 1.8274
H -1.6853 -2.5076 0.0724
*
```

Results of the Mulliken charge analysis, in e, for atoms 1 through 6:
1 O -0.36
2 O -0.60
3 C 0.66
4 C 0.24
5 C -0.19
6 C -0.62

Record 5
Here is an isolated molecule of C8H12 in a non-equilibrium geometry from the OMol25 dataset. Energies are from wB97M-V/def2-TZVPD.

Summary:
DFT total energy in eV: -8487.3042
Largest force on an atom in eV/A: 2.32
E_LUMO in eV: 0.831
HOMO in eV: -8.2

Geometry as ORCA input:
```
! RIJCOSX wB97M-V def2-TZVPD def2/J DEFGRID3
* xyz 0 1
C 0.0195 1.5905 -1.7816
C -0.4353 -0.3452 0.8450
C -0.4313 -2.7841 0.3436
C 1.5815 1.0677 0.9989
C 0.8352 0.3480 -1.2713
C 0.7481 0.3499 0.2287
C -1.1834 0.2860 1.7605
C -1.0241 -1.5883 0.2862
H -2.0197 -1.5225 -0.1490
H 0.3006 -0.5424 -1.6265
H -2.2294 0.0010 1.8495
H 2.5573 1.3799 0.6422
H 0.3036 1.8782 -2.7916
H 0.6342 -2.9942 0.3926
H -1.0224 -3.6932 0.4166
H 1.2070 1.5633 1.8895
H 0.2032 2.3894 -1.0640
H -1.0324 1.3068 -1.8262
H -0.8541 0.9477 2.5495
H 1.8420 0.3616 -1.6926
*
```

Results of the Mulliken charge analysis, in e, for atoms 1 through 6:
1 C -1.07
2 C 0.56
3 C -0.67
4 C -0.82
5 C -0.63
6 C 0.36

Record 6
Here is a structure of composition C22H17Cl5N3OReS in a non-equilibrium geometry from the OMol25 dataset. Energies are from wB97M-V/def2-TZVPD.

Summary:
DFT total energy in eV: -105157.2500
Largest force on an atom in eV/A: 1.77
E_LUMO (alpha / beta) in eV: -10.384 / -12.038
HOMO (alpha / beta) in eV: -17.0 / -17.5

Geometry as ORCA input:
```
! RIJCOSX wB97M-V def2-TZVPD def2/J DEFGRID3
* xyz 3 4
Re -0.1501 0.1039 -0.4319
Cl 0.2668 1.1328 -2.4700
Cl 3.0033 -3.4190 -5.6597
Cl 2.4843 -0.6821 -7.0571
Cl 2.1031 -3.8572 -2.7108
Cl 1.0565 1.6306 -5.4928
S -1.1028 1.9873 0.6452
O 0.8672 -1.4233 -1.5044
N -2.9749 3.6846 -0.1832
N -3.1384 1.7684 -1.2615
N -2.1130 -0.4139 -1.1522
C 1.3702 0.1349 -4.7404
C 2.2389 -2.1589 -4.8035
C 0.1818 -2.5440 1.3101
C -4.2577 -1.4787 -2.5817
C 2.5123 -1.9197 1.2970
C -3.2360 -2.3032 -2.1292
C 1.2244 -1.3071 -2.7247
C 3.2478 0.3828 1.9828
C -2.5683 4.6872 0.7628
C -4.0390 2.6662 -1.8147
C -2.4613 2.4470 -0.2765
C 2.0121 -0.9164 -5.4442
C 1.8370 -2.3652 -3.4742
C -2.2065 -1.7306 -1.4145
C -3.1219 0.3898 -1.5581
C -3.9313 3.8367 -1.1375
C -0.1956 -1.2138 1.5934
C 1.0041 -0.0881 -3.4217
C 2.1933 -0.5940 1.6332
C -4.2115 -0.1338 -2.2625
C 1.5219 -2.8773 1.1533
C 0.8303 -0.2356 1.7599
H -1.4022 -2.3494 -1.0422
H -5.0280 0.5021 -2.5657
H 3.5612 0.2032 3.0176
H 0.6032 0.6864 2.2960
H 3.5488 -2.2040 1.2106
H -2.6731 4.3213 1.7851
H -5.0733 -1.8755 -3.1665
H 1.7919 -3.9060 0.9674
H 4.1414 0.2641 1.3724
H 2.8967 1.4126 1.9347
H -3.2348 -3.3628 -2.3266
H -4.6528 2.4573 -2.6662
H -1.5239 4.9617 0.6062
H -3.1908 5.5723 0.6469
H -0.5761 -3.3139 1.2745
H -4.4783 4.7502 -1.2679
H -1.1824 -1.0399 2.0226
*
```

Results of the Mulliken charge analysis, in e, for atoms 1 through 6:
1 Re 0.57
2 Cl -0.21
3 Cl -0.08
4 Cl -0.02
5 Cl -0.07
6 Cl -0.09